DFT (ωB97M-V/def2-TZVPD) results for 4 unconnected molecules or ions with the total composition C2H13N2O3 at a distorted geometry.

The calculation puts the gap between HOMO and LUMO at 11.46 eV. The value obtained for the HOMO energy is -14.328 eV. The value obtained for the LUMO energy is -2.869 eV. The max |F| is 5.75 eV/Å. For the energy above the lowest of the compared OMol25 structures with the same formula, charge and spin, the calculation gives 34.7 kcal per mole. Its total energy is -418.973135 Ha.

```
! wB97M-V def2-TZVPD RIJCOSX def2/J DEFGRID3
* xyz 1 1
C -0.22629 1.11919 -1.80059
N 0.00583 0.94141 -0.42395
C 0.51855 -0.09727 0.17221
N 0.52026 -0.33664 1.51493
H -1.40076 1.20478 -1.93747
H 0.10684 0.30719 -2.56536
H 0.32631 2.06712 -2.16789
H -0.52959 1.68959 0.23397
H 1.17512 -0.82320 -0.43766
H -0.01812 0.25490 2.10280
H 1.12541 -1.05398 1.87452
H -1.86420 2.78658 2.09595
H -2.79716 2.46316 0.92516
O -2.01735 2.13760 1.41219
H -1.63439 -2.23749 -0.82564
H -1.95663 -3.05105 -1.81245
O -1.18111 -2.72610 -1.52867
H 3.51412 -2.18777 0.73691
H 3.42325 -0.91121 1.39640
O 2.90991 -1.54681 1.03463
*
```